(1)
{
  "formula": "C25H49INO6S2",
  "method": "the ωB97M-V functional and the def2-TZVPD basis",
  "gap_ev": 6.464,
  "total_charge": 1,
  "homo_energy_ha": -0.3813,
  "lumo_energy_ha": -0.1438,
  "elements": ["C", "C", "C", "O", "C", "N", "C", "O", "C", "C", "O", "C", "C", "C", "C", "C", "C", "C", "C", "C", "C", "C", "C", "O", "C", "C", "I", "H", "H", "H", "H", "H", "H", "H", "H", "H", "H", "H", "H", "H", "H", "H", "H", "H", "H", "H", "H", "H", "H", "H", "H", "H", "H", "H", "H", "H", "H", "H", "H", "H", "H", "H", "H", "H", "C", "S", "O", "C", "H", "H", "H", "H", "H", "H", "C", "S", "O", "C", "H", "H", "H", "H", "H", "H"],
  "positions_angstrom": [[3.2356, -3.8213, 0.6253], [3.9240, -4.2804, -0.7589], [5.4840, -3.9003, -0.7184], [5.8743, -2.7497, -1.5351], [4.9375, -1.7021, -1.4953], [4.2870, -1.3924, -2.7695], [3.3292, -0.3376, -2.9550], [2.8310, -0.1495, -4.2697], [1.8078, -1.1393, -4.5983], [0.8056, -0.6525, -5.7525], [0.1909, 0.6324, -5.5127], [-0.4128, 0.7175, -4.2005], [-1.4487, -0.4630, -3.8491], [2.8679, 0.5573, -1.7882], [3.4971, 0.3082, -0.3929], [3.0117, 1.2284, 0.8143], [1.8345, 0.4508, 1.6004], [0.7387, 1.4196, 2.2576], [-0.3461, 1.7554, 1.0849], [-1.7143, 0.9267, 1.2230], [-1.7463, -0.4651, 0.4135], [-3.0165, -0.5311, -0.5985], [-4.3823, -0.8795, 0.1827], [-4.4765, -2.2598, 0.6122], [-4.9558, -3.1204, -0.4493], [4.5651, -0.8331, -0.2787], [5.4926, -1.1399, 1.6503], [4.0508, -3.8975, 1.4387], [2.4040, -4.5429, 0.9805], [2.7575, -2.7853, 0.5968], [3.3696, -3.9474, -1.6975], [3.8778, -5.4369, -0.7587], [6.0516, -4.8069, -1.1584], [5.9132, -3.7644, 0.3380], [4.5346, -1.9734, -3.5945], [1.2299, -1.3969, -3.6431], [2.3343, -2.0942, -4.9794], [0.0158, -1.4530, -5.9745], [1.4145, -0.5366, -6.7283], [-1.0249, 1.6962, -4.1940], [0.3713, 0.8583, -3.3593], [-2.4380, 0.0020, -3.4934], [-1.0545, -1.0596, -2.9400], [-1.7066, -1.1487, -4.7215], [2.0932, 1.3684, -2.0012], [2.5337, 2.1996, 0.4087], [3.8922, 1.5093, 1.4901], [2.2634, -0.2547, 2.4032], [1.2695, -0.2337, 0.8638], [0.1559, 0.8392, 3.0707], [1.1799, 2.3722, 2.7281], [-0.5586, 2.8838, 1.1723], [0.1212, 1.5670, 0.0537], [-2.5463, 1.6031, 0.7864], [-1.9597, 0.6988, 2.3132], [-0.7614, -0.7090, -0.1123], [-1.9319, -1.3111, 1.1746], [-3.1755, 0.4988, -1.0816], [-2.8856, -1.2990, -1.4331], [-4.3687, -0.2337, 1.1423], [-5.3299, -0.5833, -0.4118], [-6.0265, -2.8275, -0.7236], [-4.9217, -4.2100, -0.0661], [-4.2398, -3.0439, -1.3397], [-7.4665, 0.2167, 2.7384], [-7.3441, 0.8615, 1.0566], [-6.3257, 1.9559, 1.0682], [-8.9742, 1.6377, 1.0344], [-6.5288, -0.2838, 2.9851], [-7.6358, 1.0353, 3.4405], [-8.2854, -0.5024, 2.7948], [-9.0503, 2.3684, 1.8416], [-9.7442, 0.8723, 1.1457], [-9.1024, 2.1419, 0.0759], [4.4029, 3.7438, 5.3715], [2.8704, 4.1279, 4.4984], [2.9568, 3.4993, 3.1415], [3.2036, 5.8909, 4.3001], [4.4286, 2.6708, 5.5678], [5.2619, 4.0203, 4.7572], [4.4285, 4.2848, 6.3186], [4.1364, 6.0347, 3.7520], [3.2675, 6.3625, 5.2821], [2.3811, 6.3357, 3.7389]],
  "forces_ev_per_angstrom": [[-0.3, -0.7, 0.3], [0.1, -0.7, 1.4], [0.2, -2.2, 0.2], [-2.7, 2.3, 0.0], [-1.2, 1.9, 0.9], [-0.4, 1.3, 2.2], [-0.5, 1.1, 1.7], [0.8, -0.7, 2.8], [-1.1, -1.5, -0.4], [1.0, 0.3, -0.7], [0.3, -1.4, 1.2], [-1.3, 0.8, 0.5], [-0.1, 0.3, 0.9], [2.7, -3.1, -0.1], [0.5, -0.9, -2.8], [-0.3, -0.4, -0.5], [-0.1, -0.7, 0.7], [-0.7, -0.5, -0.8], [0.1, 0.6, 1.0], [-0.1, 0.3, -0.8], [-1.1, -0.6, 0.3], [-0.4, 0.0, 0.2], [0.3, 1.0, 0.5], [-0.2, 0.4, -1.0], [0.4, -0.4, 0.1], [-1.3, 0.4, -2.8], [-0.5, 0.3, -1.5], [-1.4, 0.4, -1.2], [1.3, 1.1, -0.9], [0.9, -1.3, 0.1], [0.9, -0.2, 1.2], [0.2, 1.9, -0.1], [-0.7, 1.8, 0.4], [-1.0, -0.1, -1.5], [-0.1, 0.6, 0.8], [0.7, 0.4, -1.3], [-0.9, 1.4, 0.6], [1.2, 0.9, 0.7], [-1.0, 0.0, 1.6], [1.2, -1.5, -0.3], [-1.0, -0.5, -1.4], [1.5, -0.7, -0.6], [-0.7, 0.7, -1.6], [0.5, 1.0, 1.2], [1.4, -1.3, 0.4], [1.0, -1.6, 0.4], [-1.4, -0.4, -0.9], [-0.4, 1.1, -1.2], [0.9, 1.0, 1.0], [1.1, 0.9, -1.2], [-0.5, -1.7, -0.9], [0.1, -1.7, -0.3], [-0.7, 0.3, 1.3], [1.2, -1.1, 0.9], [0.4, 0.6, -1.4], [-1.3, 0.5, 0.5], [0.5, 1.1, -1.2], [0.3, -1.4, 0.6], [0.0, 1.0, 1.1], [-0.2, -1.1, -1.4], [1.6, -0.5, 0.7], [1.4, -0.5, 0.1], [-0.1, 1.9, -0.5], [-1.2, -0.2, 0.9], [0.0, 0.0, 0.1], [0.0, 0.2, 0.1], [-0.3, -0.3, 0.1], [0.0, 0.1, 0.0], [-0.1, 0.0, -0.1], [0.0, 0.0, -0.1], [0.0, 0.0, -0.1], [0.1, 0.0, 0.0], [0.1, 0.0, 0.0], [0.1, -0.1, 0.1], [0.1, -0.1, -0.1], [0.1, 0.1, 0.0], [0.3, 0.2, 0.2], [0.0, 0.0, -0.1], [-0.1, 0.1, 0.0], [-0.1, 0.0, 0.0], [-0.1, 0.0, -0.1], [0.0, -0.1, 0.0], [0.0, -0.1, 0.0], [0.0, -0.1, 0.1]],
  "mulliken_charge": [-0.59, -0.30, -0.51, -0.41, 0.28, 0.10, -0.11, -0.40, -0.24, -0.69, -0.45, 0.33, -0.67, -0.37, 1.04, -0.92, 0.05, -0.23, -0.33, -0.61, -0.32, -0.07, -0.35, -0.35, -0.56, -0.67, 0.18, 0.21, 0.35, -0.03, 0.29, 0.34, 0.31, 0.26, 0.40, 0.27, 0.31, 0.28, 0.37, 0.44, -0.39, 0.21, 0.13, 0.34, 0.38, 0.34, 0.49, 0.37, -0.21, 0.43, -0.21, 0.45, -0.11, 0.34, 0.30, 0.03, 0.30, 0.30, -0.13, 0.08, 0.31, 0.24, 0.23, 0.20, -0.98, 0.64, -0.62, -1.03, 0.29, 0.36, 0.37, 0.32, 0.37, 0.33, -1.02, 0.46, -0.57, -1.02, 0.32, 0.32, 0.41, 0.32, 0.40, 0.33]
}

***

(2)
{
  "formula": "C15H19NO2S",
  "method": "the ωB97M-V functional and the def2-TZVPD basis",
  "gap_ev": 8.729,
  "smiles": "Cc1cc(C)c(S(=O)(=O)n2cc(C)cc2C)c(C)c1",
  "de_lowest_kcal_mol": 27.9,
  "homo_energy_ha": -0.3012,
  "lumo_energy_ha": 0.0196,
  "elements": ["C", "C", "C", "C", "C", "C", "C", "H", "C", "H", "H", "H", "S", "O", "O", "N", "C", "C", "C", "C", "H", "C", "H", "H", "H", "H", "C", "H", "H", "H", "C", "H", "H", "H", "H", "H", "H", "H"],
  "positions_angstrom": [[3.1541, 0.3998, -4.0940], [2.0445, 0.3063, -3.0937], [1.2534, 1.4111, -2.8152], [0.2251, 1.3654, -1.8810], [0.0037, 0.1630, -1.2097], [0.7790, -0.9680, -1.4650], [1.7948, -0.8740, -2.4087], [2.4028, -1.7434, -2.6135], [0.5497, -2.2626, -0.7540], [1.2320, -3.0245, -1.1239], [-0.4759, -2.5939, -0.9023], [0.6977, -2.1514, 0.3191], [-1.3289, -0.0106, -0.0193], [-2.1175, -1.1604, -0.3453], [-2.0334, 1.2182, 0.1876], [-0.5610, -0.3739, 1.4686], [0.5428, 0.1991, 2.0632], [0.4769, -0.0484, 3.4048], [-0.7221, -0.7654, 3.6666], [-1.3322, -0.9408, 2.4614], [-2.2548, -1.4147, 2.1971], [-1.2123, -1.1990, 5.0053], [-1.3452, -0.3304, 5.6500], [-2.1648, -1.7138, 4.9138], [-0.4967, -1.8659, 5.4839], [1.2039, 0.2523, 4.1340], [1.6029, 0.9122, 1.3005], [2.3498, 1.2802, 2.0002], [2.0972, 0.2522, 0.5872], [1.1938, 1.7577, 0.7491], [-0.5871, 2.5993, -1.6522], [-1.6180, 2.4388, -1.9620], [-0.1731, 3.4316, -2.2169], [-0.6226, 2.8621, -0.5980], [1.4361, 2.3362, -3.3431], [4.0436, 0.8160, -3.6207], [3.4077, -0.5798, -4.4904], [2.8778, 1.0557, -4.9163]],
  "forces_ev_per_angstrom": [[0.0, 0.0, 0.0], [-0.1, 0.0, 0.1], [-0.1, -0.2, 0.1], [0.0, 0.2, 0.0], [-0.4, -0.2, 0.5], [0.1, -0.2, -0.1], [-0.1, 0.1, 0.1], [0.0, -0.1, 0.0], [0.1, -0.3, -0.1], [0.0, 0.0, 0.0], [0.1, -0.1, 0.0], [0.0, -0.1, 0.1], [-0.1, 0.2, 0.3], [0.2, -0.1, 0.1], [0.3, 0.1, -0.1], [-0.1, 0.0, -0.7], [0.7, 0.5, 0.1], [-0.1, 0.0, -0.4], [-0.2, -0.1, -0.3], [-0.5, -0.4, 0.5], [-0.2, -0.1, 0.0], [0.0, 0.0, -0.1], [0.0, 0.0, 0.1], [-0.1, -0.1, 0.1], [0.0, -0.1, 0.1], [0.2, 0.1, 0.1], [0.0, 0.0, 0.0], [0.0, 0.0, 0.0], [0.1, 0.0, 0.0], [0.1, 0.1, 0.0], [-0.1, 0.3, 0.0], [0.0, 0.1, 0.0], [0.0, 0.0, 0.0], [0.0, 0.1, 0.0], [0.0, 0.1, 0.0], [0.1, 0.0, 0.0], [0.0, 0.0, -0.1], [0.0, 0.0, -0.1]],
  "nbo_charge": [-0.63, 0.04, -0.27, 0.15, -0.40, 0.06, -0.24, 0.21, -0.66, 0.22, 0.26, 0.24, 2.32, -0.93, -0.92, -0.61, 0.15, -0.28, -0.08, -0.07, 0.23, -0.62, 0.22, 0.22, 0.21, 0.22, -0.64, 0.23, 0.22, 0.22, -0.66, 0.24, 0.21, 0.24, 0.21, 0.23, 0.22, 0.22]
}